Entry from the Open Molecules 2025 dataset: 3 unconnected molecules or ions with the total composition CF2O2 in a non-equilibrium geometry (the ωB97M-V functional and the def2-TZVPD basis).

```
5
Properties=species:S:1:pos:R:3:nbo_charge:R:1
C -0.21380 -0.06655 0.14683 1.083
O -1.13817 -0.16370 0.83576 -0.421
O 0.71189 0.03000 -0.56200 -0.324
F 1.17141 -1.35084 0.69154 -0.190
F -0.04724 1.18375 -1.86467 -0.148
```

Calculated values
LUMO level (alpha / beta): -3.378 / -3.667 eV
E_HOMO (alpha / beta): -13.952 / -13.860 eV
Orbital gap (alpha / beta): 10.6 / 10.2 eV
2S+1: 1
Charge: 0

---

Entry from the Open Molecules 2025 dataset: a molecular structure, C30H74NbO12 in a non-equilibrium geometry (the ωB97M-V functional and the def2-TZVPD basis).

```
117
Properties=species:S:1:pos:R:3:lowdin_charge:R:1
C 1.91226 -3.67160 -0.03502 -0.131
O 1.32610 -3.65555 -1.38210 -0.243
C 0.36151 -2.56226 -1.56919 -0.217
C 0.87904 -1.39938 -2.65260 -0.159
C 2.29181 -0.73189 -2.15431 -0.199
C 2.14652 0.69925 -1.36812 -0.204
C 1.54618 0.60078 0.15408 -0.229
C 2.54171 -0.10000 1.25205 -0.337
C 3.88689 0.76928 1.62056 -0.443
Nb 5.46503 -0.68350 2.48247 1.096
C 6.78677 -0.52332 0.59016 -0.411
C 5.73521 -0.53159 -0.68854 -0.281
O 5.99062 -0.04783 -1.90670 -0.136
H 2.97865 -3.13576 -0.05881 0.071
H 2.13387 -4.76866 0.37918 0.107
H 1.29306 -3.11879 0.78873 0.087
H -0.59904 -3.05424 -2.07935 0.126
H -0.02401 -2.05964 -0.58540 0.103
H 1.13231 -2.00410 -3.65003 0.110
H 0.05139 -0.61008 -2.90641 0.111
H 2.88322 -1.56090 -1.57825 0.086
H 2.91983 -0.50722 -3.14299 0.118
H 3.16089 1.30186 -1.30074 0.104
H 1.40242 1.38314 -2.00234 0.107
H 0.49648 0.07678 0.20332 0.085
H 1.36527 1.71768 0.52731 0.112
H 2.78335 -1.20315 0.93850 0.013
H 1.91352 -0.18311 2.26367 0.093
H 3.65979 1.56456 2.48053 0.038
H 4.27469 1.39189 0.70733 0.034
H 4.55373 -2.12466 1.81658 -0.154
H 6.71361 -1.89164 3.10405 -0.195
H 6.45835 0.67061 3.18041 -0.176
H 4.60279 -0.80181 4.08755 -0.196
H 7.47073 -1.48607 0.44254 0.045
H 7.39735 0.48166 0.54654 0.039
H 4.66357 -0.95469 -0.47673 0.057
C -4.27389 -4.15718 3.86285 -0.115
O -2.93186 -4.47430 3.51047 -0.192
C -2.81014 -4.85910 2.13701 -0.192
C -2.22104 -3.72544 1.29392 -0.195
O -3.13738 -2.63156 1.18451 -0.197
C -2.77957 -1.54413 2.03033 -0.108
H -4.26949 -3.70643 4.85857 0.087
H -4.71877 -3.44653 3.16189 0.082
H -4.87450 -5.07156 3.89629 0.083
H -3.77528 -5.18946 1.73417 0.123
H -2.12430 -5.71257 2.10702 0.122
H -2.04707 -4.09572 0.27829 0.120
H -1.25827 -3.39218 1.69969 0.120
H -1.88408 -1.04938 1.63923 0.082
H -2.60415 -1.87174 3.05792 0.080
H -3.60280 -0.82451 2.03009 0.088
C 0.35868 -1.05249 -6.52183 -0.113
O -0.68390 -0.38068 -5.82362 -0.206
C -0.52241 1.04148 -5.84894 -0.192
C -1.47674 1.68984 -6.85488 -0.193
O -1.11672 1.35627 -8.19925 -0.205
C -1.97215 0.36307 -8.75399 -0.115
H 0.08420 -2.10621 -6.61661 0.091
H 0.50544 -0.64040 -7.52328 0.082
H 1.29055 -0.98445 -5.95181 0.081
H 0.51844 1.31536 -6.05999 0.129
H -0.76833 1.40587 -4.84573 0.121
H -1.39580 2.77815 -6.76603 0.122
H -2.51693 1.41203 -6.64641 0.126
H -2.96071 0.79233 -8.94926 0.074
H -2.06692 -0.50316 -8.09468 0.085
H -1.54267 0.03245 -9.70362 0.091
C -1.44482 0.49951 7.95700 -0.108
O -0.65413 1.46364 7.27066 -0.213
C 0.15333 0.87125 6.24775 -0.188
C -0.43866 1.12329 4.85884 -0.179
O -1.66420 0.40605 4.68045 -0.204
C -2.80330 1.25198 4.79355 -0.113
H -2.15831 1.03072 8.59214 0.092
H -2.00246 -0.13411 7.26285 0.084
H -0.80489 -0.11987 8.59324 0.078
H 0.29219 -0.20161 6.42835 0.129
H 1.13653 1.35075 6.30322 0.124
H 0.26070 0.74796 4.10459 0.117
H -0.58174 2.19582 4.68040 0.127
H -2.86654 1.90755 3.91840 0.088
H -2.77220 1.85238 5.70600 0.081
H -3.69656 0.62202 4.82161 0.086
C 1.04765 1.81530 10.33601 -0.103
O 1.25495 0.41259 10.45949 -0.202
C 2.12936 -0.09584 9.44649 -0.193
C 3.53027 -0.35880 10.00449 -0.189
O 4.19243 0.86504 10.33910 -0.191
C 4.20025 1.10568 11.74195 -0.116
H 0.52452 2.16451 11.22991 0.089
H 1.99262 2.35780 10.25245 0.086
H 0.42190 2.02220 9.46219 0.071
H 2.16896 0.58168 8.58491 0.120
H 1.70210 -1.04553 9.10705 0.122
H 4.13286 -0.84329 9.22923 0.127
H 3.48986 -1.03254 10.86883 0.123
H 4.88542 0.40710 12.23407 0.085
H 3.20089 1.01226 12.17390 0.081
H 4.55962 2.12409 11.91295 0.087
C -6.31481 4.57120 -11.80995 -0.113
O -6.10750 3.16850 -11.68647 -0.196
C -5.23309 2.66007 -12.69947 -0.195
C -3.83218 2.39710 -12.14147 -0.192
O -3.17002 3.62094 -11.80686 -0.192
C -3.16220 3.86158 -10.40401 -0.100
H -6.83793 4.92041 -10.91605 0.089
H -5.36983 5.11371 -11.89351 0.083
H -6.94055 4.77811 -12.68377 0.085
H -5.19348 3.33759 -13.56105 0.124
H -5.66035 1.71038 -13.03891 0.121
H -3.22959 1.91261 -12.91673 0.123
H -3.87259 1.72336 -11.27713 0.115
H -2.47703 3.16301 -9.91189 0.077
H -4.16156 3.76816 -9.97206 0.085
H -2.80283 4.88000 -10.23301 0.091
```

Calculated values
LUMO level: 1.915 eV
E_HOMO: -5.024 eV
Orbital gap: 6.9 eV
2S+1: 1
Charge: -1

---

Entry from the Open Molecules 2025 dataset: C12H21NO3 in the gas phase (the ωB97M-V functional and the def2-TZVPD basis).

```
37
Properties=species:S:1:pos:R:3:nbo_charge:R:1
C 0.34823 1.91527 0.03148 -0.605
C 0.09315 1.42677 -1.39822 -0.047
C -1.40667 1.47056 -1.68513 -0.623
C 0.79935 2.39425 -2.36114 -0.596
C 0.72571 0.04070 -1.65477 -0.393
C 0.17832 -1.26234 -1.01840 0.125
C -1.07378 -1.78788 -1.71927 -0.622
C 1.27674 -2.32874 -1.17481 -0.601
N -0.03531 -1.12632 0.41922 -0.615
C -1.17336 -0.92511 1.11290 0.633
O -2.28245 -0.75830 0.64646 -0.610
C -0.97423 -0.90856 2.59557 -0.164
C 0.04266 -0.33443 3.23579 -0.318
C 0.09864 -0.30761 4.70975 0.751
O -0.70738 -0.79918 5.45616 -0.583
O 1.19180 0.33821 5.14706 -0.681
H 1.39219 1.78026 0.30955 0.198
H 0.11562 2.97570 0.10357 0.211
H -0.27982 1.39319 0.74586 0.206
H -1.62105 1.08471 -2.67893 0.204
H -1.96491 0.89792 -0.95096 0.235
H -1.75699 2.49988 -1.63822 0.207
H 1.87386 2.39862 -2.18882 0.203
H 0.42889 3.40675 -2.21966 0.208
H 0.61930 2.11029 -3.39567 0.205
H 1.77600 0.12609 -1.36001 0.198
H 0.71244 -0.12940 -2.73351 0.210
H -0.86718 -1.92014 -2.77813 0.207
H -1.91653 -1.12049 -1.60243 0.248
H -1.35072 -2.75161 -1.29714 0.213
H 2.19183 -2.02829 -0.66665 0.199
H 1.50632 -2.48039 -2.22575 0.219
H 0.94435 -3.27591 -0.75569 0.216
H 0.81079 -1.19783 0.96370 0.396
H -1.79175 -1.32391 3.17056 0.246
H 0.86663 0.15721 2.73902 0.219
H 1.20932 0.35006 6.11667 0.501
```

Calculated values
LUMO level: -0.012 eV
E_HOMO: -9.806 eV
Orbital gap: 9.8 eV
2S+1: 1
Charge: 0
SMILES: CC(C)(C)CC(C)(C)NC(=O)/C=C/C(=O)O

---

Entry from the Open Molecules 2025 dataset: C4H5BrO2 in the gas phase in a non-equilibrium geometry (the ωB97M-V functional and the def2-TZVPD basis).

```
12
Properties=species:S:1:pos:R:3:nbo_charge:R:1
C -1.33185 -0.95168 0.40543 -0.616
C -0.68768 0.06248 -0.55143 -0.481
C 0.78069 0.20954 -0.21894 0.022
Br 1.86406 -1.40404 -0.00993 0.035
O 1.25278 1.05282 1.05755 -0.496
C 1.79333 1.56562 -0.02569 0.878
O 2.45575 2.33161 -0.55635 -0.487
H -1.12775 -0.57270 1.41713 0.211
H -0.76637 -1.90723 0.37267 0.222
H -2.36439 -1.04806 0.24484 0.219
H -1.30904 1.02690 -0.50513 0.248
H -0.55952 -0.36526 -1.63015 0.245
```

Calculated values
LUMO level: 0.610 eV
E_HOMO: -9.437 eV
Orbital gap: 10.0 eV
2S+1: 1
Charge: 0
SMILES: CC[C@]1(Br)OC1=O

---

Entry from the Open Molecules 2025 dataset: 2 unconnected molecules or ions with the total composition CH7N2O in a non-equilibrium geometry (the ωB97M-V functional and the def2-TZVPD basis).

```
11
Properties=species:S:1:pos:R:3:nbo_charge:R:1
N 0.38341 1.49983 2.40499 -1.101
H 0.06627 2.27287 1.84786 0.356
H 0.32368 0.61697 1.91312 0.407
H -0.25058 1.51164 3.24191 0.330
N -0.63642 0.39074 -0.08586 -1.045
C -0.19821 -1.12269 -0.89195 0.169
O 0.61972 -1.12750 -1.90210 -0.886
H 0.19030 0.80706 -0.57153 0.335
H -1.40030 0.77068 -0.69458 0.314
H 0.14149 -1.67686 -0.03081 0.073
H -1.24773 -1.36522 -1.21968 0.048
```

Calculated values
LUMO level: 4.616 eV
E_HOMO: -2.750 eV
Orbital gap: 7.4 eV
2S+1: 1
Charge: -1

---

> What is the formula in the third record?

C12H21NO3

---

> What is the 2S+1 in the fourth record?

1

---

> What is the formula in the fourth record?

C4H5BrO2